Formula: C24H74Br2O20S
Source: the OMol25 dataset
Level of theory: ωB97M-V/def2-TZVPD

```
121
Properties=species:S:1:pos:R:3
C -3.244 0.376 3.219
C -2.782 0.950 2.281
C -2.105 1.299 1.046
O -0.743 1.750 1.336
S 0.075 0.444 1.771
O 0.019 0.206 3.167
O 1.363 0.572 1.173
O -0.834 -0.592 1.022
C -1.821 0.072 0.153
C -3.083 -0.745 0.081
C -1.197 0.512 -1.190
Br -2.362 1.819 -2.022
C -0.815 -0.599 -2.181
C 0.004 -1.724 -1.566
Br -2.311 -1.337 -3.196
H -3.664 -0.076 4.084
H -2.694 2.089 0.593
H -3.081 -1.515 -0.681
H -3.241 -1.245 1.024
H -3.957 -0.123 -0.093
H -0.282 1.060 -0.983
H -0.205 -0.136 -2.949
H 0.733 -2.049 -2.305
H -0.598 -2.587 -1.306
H 0.565 -1.385 -0.703
C 3.984 -2.414 -3.722
O 2.568 -2.261 -3.817
H 4.179 -3.190 -2.986
H 4.409 -2.717 -4.682
H 4.452 -1.484 -3.389
H 2.385 -1.575 -4.464
C 4.797 -0.025 -0.715
O 3.529 -0.657 -0.848
H 5.572 -0.735 -0.993
H 4.851 0.846 -1.376
H 4.957 0.293 0.318
H 2.877 0.003 -0.592
C -2.756 -3.420 3.373
O -3.367 -3.293 2.086
H -2.005 -2.638 3.456
H -3.491 -3.295 4.174
H -2.265 -4.388 3.487
H -4.028 -3.985 2.001
C 2.276 -2.988 4.221
O 0.895 -2.635 4.193
H 2.367 -3.939 4.738
H 2.674 -3.101 3.209
H 2.862 -2.237 4.758
H 0.819 -1.795 3.730
C -1.480 5.272 -0.665
O -1.536 4.967 0.731
H -1.560 6.347 -0.776
H -0.535 4.944 -1.100
H -2.308 4.789 -1.195
H -1.445 4.016 0.834
C 4.713 -6.243 5.995
O 4.177 -5.904 4.721
H 5.544 -5.568 6.185
H 3.970 -6.117 6.787
H 5.084 -7.271 6.012
H 3.441 -6.495 4.544
C 3.407 2.460 -3.986
O 4.010 1.339 -4.628
H 3.483 3.312 -4.655
H 2.350 2.265 -3.784
H 3.922 2.700 -3.052
H 3.944 0.588 -4.030
C -5.568 4.950 -1.052
O -4.946 4.407 0.106
H -6.588 4.573 -1.083
H -5.602 6.042 -1.011
H -5.050 4.643 -1.966
H -4.044 4.746 0.147
C -8.736 2.362 -2.256
O -8.234 1.930 -0.997
H -9.772 2.041 -2.317
H -8.701 3.451 -2.349
H -8.180 1.912 -3.083
H -7.316 2.207 -0.931
C 4.760 3.223 1.291
O 3.919 3.392 0.151
H 5.584 3.927 1.211
H 4.200 3.426 2.206
H 5.165 2.210 1.325
H 3.194 2.766 0.238
C 6.290 6.827 0.398
O 5.448 6.979 -0.740
H 7.101 7.545 0.309
H 5.737 7.025 1.320
H 6.713 5.819 0.430
H 4.736 6.338 -0.663
C 3.068 -4.335 -0.553
O 4.158 -4.992 -1.209
H 2.390 -3.963 -1.317
H 2.537 -5.039 0.092
H 3.434 -3.493 0.039
H 4.750 -5.312 -0.524
C -0.534 8.542 -3.061
O 0.027 7.350 -2.520
H -1.519 8.291 -3.445
H -0.640 9.315 -2.296
H 0.073 8.932 -3.882
H 0.899 7.565 -2.179
C 2.246 -8.336 -0.281
O 2.025 -7.848 1.042
H 1.981 -7.538 -0.969
H 3.297 -8.596 -0.427
H 1.620 -9.207 -0.486
H 2.259 -8.548 1.657
C -3.182 -4.643 -1.657
O -1.969 -4.309 -0.992
H -3.116 -4.259 -2.670
H -3.325 -5.727 -1.696
H -4.040 -4.180 -1.161
H -2.019 -4.633 -0.088
C -6.782 0.586 2.006
O -6.056 -0.553 1.546
H -6.548 1.421 1.351
H -7.859 0.406 1.976
H -6.484 0.844 3.026
H -6.264 -1.294 2.120
```

The net charge is 0. As for the total energy: -8009.46101 hartree. The calculation puts the gap between HOMO and LUMO at 10.20 eV. The highest occupied orbital energy is -9.90 eV.

Formula: C24H74N6O10
Source: the OMol25 dataset
Level of theory: ωB97M-V/def2-TZVPD

```
114
Properties=species:S:1:pos:R:3
C -1.749 -5.921 -2.746
O -1.520 -4.671 -2.141
C -2.539 -3.701 -2.429
C -1.932 -2.335 -2.207
C -3.006 -1.273 -2.238
N -0.914 -2.070 -3.236
H -1.037 -6.666 -2.385
H -1.818 -5.910 -3.833
H -2.656 -6.416 -2.369
H -2.884 -3.844 -3.456
H -3.367 -3.860 -1.729
H -1.479 -2.209 -1.209
H -2.631 -0.265 -2.065
H -3.818 -1.400 -1.518
H -3.472 -1.369 -3.225
H -0.145 -1.706 -2.680
H -0.452 -2.924 -3.540
C 2.602 -0.024 2.987
O 4.020 0.170 3.078
C 4.809 -0.591 2.193
C 4.551 -0.442 0.693
C 5.289 -1.498 -0.135
N 4.882 0.890 0.215
H 2.402 -0.886 3.632
H 2.176 -0.147 1.995
H 2.200 0.816 3.553
H 5.880 -0.406 2.299
H 4.627 -1.652 2.403
H 3.482 -0.649 0.569
H 4.956 -2.514 0.063
H 6.368 -1.407 0.032
H 5.191 -1.308 -1.205
H 5.881 1.078 0.199
H 4.562 1.615 0.853
C -6.329 4.953 -1.700
O -4.995 5.115 -1.298
C -4.139 4.089 -1.772
C -2.763 3.989 -1.105
C -1.815 3.268 -2.020
N -2.897 3.241 0.159
H -6.469 4.356 -2.606
H -6.767 5.938 -1.860
H -6.948 4.469 -0.936
H -4.593 3.099 -1.603
H -4.126 4.225 -2.860
H -2.417 5.013 -0.926
H -2.208 2.261 -2.200
H -0.866 3.124 -1.495
H -1.534 3.679 -2.990
H -3.521 2.454 -0.064
H -2.024 2.755 0.348
C 0.353 3.375 2.119
O 1.134 4.157 1.259
C 2.256 3.424 0.825
C 2.922 3.999 -0.398
C 3.626 5.340 -0.208
N 1.903 4.183 -1.497
H -0.151 2.572 1.579
H -0.357 3.945 2.725
H 0.892 2.962 2.986
H 3.067 3.240 1.547
H 1.933 2.388 0.655
H 3.646 3.349 -0.893
H 4.194 5.679 -1.075
H 4.429 5.188 0.527
H 3.050 6.174 0.195
H 0.980 4.101 -1.070
H 1.901 5.178 -1.704
C -1.379 -0.878 2.918
O -2.258 -1.613 2.101
C -3.005 -0.762 1.216
C -3.882 0.267 1.894
C -4.873 -0.214 2.940
N -4.549 0.983 0.798
H -1.915 -0.466 3.785
H -1.041 0.033 2.406
H -0.544 -1.424 3.352
H -2.218 -0.339 0.581
H -3.575 -1.460 0.600
H -3.172 0.999 2.292
H -5.718 0.452 3.127
H -4.421 -0.265 3.934
H -5.308 -1.169 2.635
H -5.331 0.442 0.441
H -4.903 1.882 1.100
C 3.544 -3.985 3.415
O 2.382 -3.439 2.770
C 2.255 -3.998 1.483
C 0.916 -3.589 0.879
C -0.310 -4.207 1.559
N 0.860 -4.061 -0.524
H 3.597 -3.516 4.395
H 4.384 -3.803 2.747
H 3.445 -5.053 3.632
H 3.060 -3.759 0.776
H 2.279 -5.097 1.464
H 0.870 -2.496 0.841
H -0.251 -5.298 1.557
H -1.205 -3.833 1.068
H -0.396 -3.979 2.626
H 1.136 -5.042 -0.497
H -0.091 -4.126 -0.902
O 0.708 2.045 -3.798
H 1.279 1.303 -3.572
H 1.011 2.756 -3.217
O 2.157 -2.556 -2.512
H 1.683 -3.179 -1.907
H 2.553 -1.900 -1.929
O 2.934 0.296 -2.457
H 3.581 0.505 -3.140
H 3.307 0.673 -1.647
O 0.608 0.647 -0.666
H 1.528 0.736 -0.939
H 0.442 -0.302 -0.687
```

The net charge is 0. As for the total energy: -2039.57867 hartree. The calculation puts the gap between HOMO and LUMO at 9.42 eV. For the energy above the lowest of the compared OMol25 structures with the same formula, charge and spin, the calculation gives 206.7 kJ/mol. The highest occupied orbital energy is -8.85 eV.

Formula: C24H74N6O10
Source: the OMol25 dataset
Level of theory: ωB97M-V/def2-TZVPD

```
114
Properties=species:S:1:pos:R:3
C 20.649 10.172 12.751
O 19.566 9.484 12.230
C 19.068 8.624 13.179
C 17.710 8.169 12.664
C 17.083 7.063 13.515
N 17.801 7.662 11.278
H 20.377 10.831 13.577
H 21.036 10.723 11.913
H 21.372 9.444 13.093
H 19.770 7.736 13.381
H 18.897 9.174 14.130
H 17.051 9.045 12.667
H 16.849 7.545 14.455
H 17.630 6.132 13.709
H 16.145 6.799 13.027
H 18.399 8.261 10.695
H 18.144 6.707 11.340
C 17.992 17.674 11.833
O 16.606 17.459 11.897
C 16.074 16.562 10.988
C 14.860 15.853 11.578
C 15.203 15.305 12.968
N 14.449 14.860 10.611
H 18.572 16.726 11.723
H 18.294 18.198 12.725
H 18.245 18.357 10.966
H 15.806 17.023 10.033
H 16.888 15.834 10.740
H 14.016 16.569 11.643
H 16.099 14.674 12.823
H 14.362 14.757 13.386
H 15.487 16.092 13.659
H 13.492 14.639 10.611
H 14.958 14.013 10.691
C 8.811 11.636 8.373
O 9.436 12.795 7.943
C 10.437 12.541 6.958
C 11.763 11.910 7.463
C 12.279 12.542 8.794
N 12.755 12.005 6.332
H 8.367 11.140 7.506
H 8.017 11.856 9.082
H 9.509 10.889 8.814
H 9.997 11.917 6.151
H 10.642 13.479 6.436
H 11.644 10.853 7.605
H 11.487 12.994 9.398
H 13.084 13.257 8.580
H 12.731 11.792 9.422
H 13.550 11.498 6.713
H 13.081 12.967 6.118
C 18.809 10.812 9.318
O 18.593 11.959 8.565
C 19.723 12.329 7.817
C 19.264 13.493 7.039
C 20.201 13.849 5.839
N 19.081 14.693 7.875
H 18.914 9.972 8.638
H 18.067 10.594 10.058
H 19.759 10.844 9.862
H 20.588 12.571 8.451
H 20.009 11.490 7.152
H 18.238 13.282 6.647
H 20.024 14.854 5.493
H 20.104 13.168 4.981
H 21.258 13.722 6.117
H 19.964 14.866 8.352
H 18.407 14.465 8.601
C 15.947 8.427 7.153
O 15.522 7.988 8.464
C 14.187 8.397 8.627
C 13.666 8.062 10.006
C 12.291 8.802 10.188
N 14.675 8.462 10.991
H 17.017 8.230 7.068
H 15.707 9.489 6.959
H 15.454 7.766 6.428
H 14.262 9.508 8.640
H 13.561 7.986 7.800
H 13.513 6.978 10.040
H 11.496 8.365 9.555
H 12.413 9.838 9.831
H 11.975 8.850 11.231
H 15.592 8.047 10.888
H 14.464 8.185 11.929
C 18.722 13.376 12.248
O 19.411 14.631 12.388
C 20.784 14.398 12.362
C 21.577 15.733 12.236
C 21.426 16.221 10.815
N 22.975 15.394 12.417
H 19.192 12.672 12.985
H 18.868 12.907 11.240
H 17.671 13.404 12.519
H 21.053 13.814 13.252
H 21.060 13.814 11.453
H 21.086 16.444 12.914
H 22.195 16.969 10.544
H 20.427 16.624 10.662
H 21.634 15.340 10.149
H 23.136 15.152 13.392
H 23.494 16.284 12.315
O 15.917 11.944 7.918
H 16.881 11.843 7.986
H 15.570 11.893 8.822
O 15.105 11.191 11.213
H 14.244 11.455 11.573
H 14.968 10.201 11.137
O 13.945 9.730 14.359
H 14.659 10.409 14.365
H 13.371 10.034 15.051
O 16.108 11.450 13.718
H 15.776 12.346 13.746
H 16.074 11.213 12.791
```

The net charge is 0. As for the total energy: -2039.62275 hartree. The calculation puts the gap between HOMO and LUMO at 9.54 eV. For the energy above the lowest of the compared OMol25 structures with the same formula, charge and spin, the calculation gives 91.0 kJ/mol. The highest occupied orbital energy is -9.06 eV.